Entry 1:
The following is a DFT calculation (ωB97M-V with the def2-TZVPD basis set) of 18 unconnected molecules or ions with the total composition C54H108O54 at a distorted geometry.

Results
Lowest unoccupied orbital energy: 0.51 eV
Energy above the lowest of the compared OMol25 structures with the same formula, charge and spin: 0.0 kcal per mole
Highest occupied orbital energy: -0.3716 Ha
Electronic energy: -6185.35500 hartree
Total charge: 0

Element x y z (Å)
O (5.7214, -3.8394, 2.0465)
O (-0.9512, 1.2169, 4.8461)
O (-3.1043, 1.7330, 4.4766)
O (2.8382, 1.8577, -2.9304)
O (-5.6511, -0.7474, 1.7950)
O (4.3918, 0.4942, -1.9906)
O (-0.6854, 5.6248, -4.8984)
O (3.9734, -0.3584, 3.8197)
O (-2.7205, 4.6483, -0.3299)
O (1.1809, 6.6607, 2.8930)
O (-1.4369, -5.3857, 5.0152)
O (-5.4596, 4.5552, 1.3419)
O (1.6789, -1.4917, -3.0365)
O (2.1540, -1.0808, 4.8032)
O (2.8889, 7.2097, 1.5213)
O (-0.0237, 7.3609, -3.5647)
O (-2.8241, -4.7973, -2.2304)
O (-2.9329, -6.7399, -1.1943)
O (5.8880, -6.0562, 2.5100)
O (3.0447, -7.9769, 0.6042)
O (4.0445, 3.4310, 1.1240)
O (-2.3919, 5.8844, -2.2039)
O (4.8823, 1.5192, -3.8368)
O (1.4087, -6.6323, 0.5546)
O (-0.6563, 5.0522, -1.0889)
O (5.3636, 4.5723, -0.0631)
O (-4.2667, -2.6013, 1.8858)
O (-0.8678, -1.5425, -1.2506)
O (2.6340, -6.9900, -1.2909)
O (-4.3199, 6.0566, 2.3471)
O (-3.4277, -0.3155, -3.2763)
O (3.1871, 4.4118, -0.7735)
O (4.4886, -3.6292, 4.9449)
O (-1.5427, 3.2649, 4.2926)
O (-2.8027, -5.6625, 3.3241)
O (2.5763, -4.8051, 4.9308)
O (-0.0395, 0.4410, -7.6613)
O (1.1452, -3.5971, -3.5953)
O (-4.2753, -0.8072, -1.3052)
O (-1.1207, -4.0866, 3.1933)
O (3.0593, -3.6894, 6.6711)
O (0.6661, 7.3506, 0.8908)
O (-1.4796, 1.5857, -6.4189)
O (-3.5188, 1.2817, -1.7349)
O (-5.1668, 6.5446, 0.3098)
O (-0.7489, 0.0690, 0.2701)
O (2.0123, -3.1705, -1.5928)
O (1.2927, 5.7077, -3.8214)
O (0.7490, 1.7618, -6.0383)
O (-6.1241, -2.6174, 0.6770)
O (4.5831, -5.3926, 0.9397)
O (2.5023, -1.6272, 2.7078)
O (-4.7331, -5.6448, -1.4661)
O (-0.1883, 0.3857, -1.8757)
C (1.5456, 4.3088, -4.2210)
C (1.2158, 0.4396, -8.3344)
C (3.5846, 0.2928, -0.8454)
C (-1.9876, 5.1674, -1.1598)
C (-4.9569, 5.8081, 1.2340)
C (2.7663, 3.0510, 1.6345)
C (-0.1634, 1.3481, -6.6938)
C (-3.7602, -0.0064, -2.0260)
C (2.1480, 6.5055, 3.9385)
C (-3.0038, -5.5275, 1.9137)
C (0.9582, 7.6740, -0.4758)
C (-3.8184, 5.8558, -2.5743)
C (-1.2904, -0.1479, 5.0569)
C (-0.1697, 4.5824, 0.1454)
C (-1.8215, 2.7682, -5.6238)
C (-3.5023, 7.1759, 2.2974)
C (-0.0001, 1.8102, -1.5805)
C (-1.2111, 8.0119, -4.0430)
C (3.9125, 1.2684, -2.9635)
C (-4.7837, 0.0445, 2.6455)
C (-5.2954, -4.3943, -1.9870)
C (-3.4438, -5.6213, -1.6395)
C (5.7551, 5.1031, -1.3779)
C (3.7624, -2.5868, 7.3555)
C (-1.7518, -4.9405, 3.7937)
C (6.7739, -5.8929, 3.5812)
C (3.4544, -3.9675, 5.4566)
C (4.0196, -4.2670, 0.1797)
C (-3.7981, 1.5193, -0.2939)
C (4.1115, -8.6479, -0.0766)
C (-7.2667, -1.9470, 0.2094)
C (1.6894, 7.0905, 1.7342)
C (5.1107, -0.9185, 2.9924)
C (2.3829, -7.1637, -0.1242)
C (-5.2412, -2.0185, 1.5047)
C (-3.5163, -1.7258, -3.6136)
C (0.0863, 6.1538, -4.1394)
C (4.0622, 4.2025, 0.0345)
C (0.4041, -5.9084, -0.1204)
C (2.8630, -5.2901, 3.6382)
C (-0.6671, -0.3107, -0.8691)
C (1.2737, -4.9964, -3.3985)
C (-1.3482, -2.4955, -0.3688)
C (1.1488, -1.1547, -4.3481)
C (-6.1180, 4.0893, 0.1423)
C (1.6557, -2.7765, -2.6775)
C (-1.9638, 2.0574, 4.5503)
C (-3.8220, -7.7740, -0.7321)
C (-0.4879, -4.6505, 5.7352)
C (4.4010, 2.2309, -5.0335)
C (2.8711, -1.0645, 3.8512)
C (-2.5823, 4.1696, 3.9927)
C (1.1959, -2.1093, 2.5763)
C (5.4548, -5.0023, 1.8321)
H (1.7063, 4.3469, -5.3186)
H (0.1215, -6.2816, -1.0927)
H (1.2009, 8.7307, -0.5751)
H (-0.5169, 5.2727, 0.9501)
H (7.6938, -5.3500, 3.2247)
H (2.8280, 5.6680, 3.7182)
H (4.1705, 3.2531, -4.7247)
H (6.9027, -6.9063, 3.9851)
H (-5.0354, -4.2708, -2.9906)
H (-3.2348, -2.3859, -2.8115)
H (6.3633, 6.0417, -1.2334)
H (3.4465, 1.8209, -5.3858)
H (5.9152, -0.8956, 3.7306)
H (-3.8243, -0.2372, 2.5075)
H (1.6333, -5.4634, -4.3344)
H (-3.0279, 7.3208, 3.2268)
H (-4.9959, -3.5283, -1.3762)
H (6.3745, 4.4210, -1.9193)
H (4.8313, -2.7613, 7.5509)
H (3.3611, -4.4867, 3.0225)
H (-2.0974, 7.5444, -3.6473)
H (0.0622, -1.2170, -4.2433)
H (4.7886, -3.5069, -0.1526)
H (-0.9842, 2.2436, -1.2070)
H (-3.9679, 5.5135, -3.6174)
H (0.2554, -5.2352, -3.0211)
H (6.3396, -5.2613, 4.2989)
H (3.3278, 1.2249, -0.3074)
H (-1.6095, -3.4131, -0.9354)
H (-2.0679, -5.2324, 1.4349)
H (-6.3204, -4.4947, -1.8847)
H (-2.8736, 2.9260, -5.8540)
H (-0.4704, -5.8541, 0.5623)
H (-4.2173, 6.9059, -2.6125)
H (-7.0686, -1.0713, -0.4101)
H (-1.2455, 8.9482, -3.4843)
H (-6.6856, 4.8896, -0.3557)
H (-3.6789, -4.6992, 1.6401)
H (0.8317, 2.0160, -0.9384)
H (3.6745, -1.6979, 6.7272)
H (0.1440, 7.3800, -1.0960)
H (1.9608, -5.6582, 3.2130)
H (-1.7613, 2.5246, -4.5767)
H (-5.3692, 3.8167, -0.5877)
H (-7.9385, -2.6250, -0.3460)
H (0.4830, -4.5561, 5.2818)
H (3.3498, -3.7140, 0.8801)
H (0.6347, 3.6977, -4.0555)
H (-5.1613, -0.0556, 3.7005)
H (2.2934, 3.8878, 2.0483)
H (-3.5729, 2.5679, -0.1521)
H (-0.4626, 3.5853, 0.2700)
H (2.6942, -0.2475, -1.0402)
H (-1.2517, 3.6595, -5.8212)
H (-2.2649, -2.1376, 0.1046)
H (-3.0719, 4.5434, 4.9056)
H (1.8545, -5.1591, -2.5112)
H (-4.0737, 8.1222, 2.0634)
H (-7.8780, -1.6794, 1.0575)
H (4.8829, -1.9344, 2.6296)
H (4.2954, -0.3007, -0.3045)
H (3.2102, -2.5064, 8.2722)
H (-1.2550, -0.3327, 6.1366)
H (-4.7030, -7.3237, -0.2994)
H (0.7154, -4.8441, -0.3256)
H (1.2286, -2.6767, 1.6282)
H (2.2878, 3.9610, -3.5703)
H (-3.3796, 3.6176, 3.4268)
H (5.0850, -8.2697, 0.2251)
H (0.9023, -2.7928, 3.3649)
H (-4.4213, 5.2707, -1.8481)
H (-2.2462, -0.3812, 4.6023)
H (-0.4039, -5.2002, 6.6531)
H (0.8860, 4.6600, 0.0598)
H (-3.1975, -8.2016, 0.0792)
H (1.6078, 1.4651, -8.5258)
H (-2.6703, 7.1324, 1.5642)
H (2.1356, 2.5436, 0.8973)
H (-3.1174, 0.9522, 0.3661)
H (0.2210, 2.2391, -2.5642)
H (-2.1308, 4.9858, 3.4270)
H (-2.8998, -1.8505, -4.5144)
H (3.4664, -4.7365, -0.6278)
H (1.0302, -0.0181, -9.3350)
H (-4.1496, -8.3758, -1.6169)
H (2.7642, 7.3768, 4.0302)
H (-1.1489, 8.2111, -5.1017)
H (1.4727, -0.1170, -4.5328)
H (-4.5822, -1.9600, -3.8431)
H (-4.8665, 1.0548, 2.3385)
H (-0.4331, -0.7181, 4.6369)
H (-0.6066, -2.6382, 0.3660)
H (5.1632, 2.0946, -5.7899)
H (-0.7521, -3.5676, 5.9197)
H (0.4934, -1.2675, 2.4073)
H (1.8851, 7.2077, -0.8796)
H (-6.6387, 3.2371, 0.4188)
H (3.0087, 2.4366, 2.5003)
H (4.0742, -9.6908, 0.2296)
H (-4.8947, 1.2788, -0.1447)
H (1.4773, -1.8533, -5.1173)
H (4.8969, 5.4460, -1.9656)
H (3.5963, -6.1605, 3.6607)
H (-3.3418, -6.4824, 1.5593)
H (4.0553, -8.6135, -1.2236)
H (1.5448, 6.3352, 4.8980)
H (1.9473, -0.0581, -7.7140)
H (5.2589, -0.2435, 2.1108)

These are the Mulliken partial charges, in e, on atoms 1 to 6: -0.71, -0.33, -0.62, 0.42, -0.36, -0.56



Entry 2:
The following is a DFT calculation (ωB97M-V with the def2-TZVPD basis set) of 9 unconnected molecules or ions with the total composition C54H110 at a distorted geometry.

Results
Lowest unoccupied orbital energy: 0.68 eV
Highest occupied orbital energy: -0.3449 Ha
Electronic energy: -2123.48880 hartree
Structure (SMILES): c1ccccc1.c1ccccc1.CCCCCC.CCCCCC.CCCCCC.CCCCCC.CCCCCC.CCCCCC.CCCCCC
Total charge: 0

Element x y z (Å)
C (3.4350, -6.2306, 2.1561)
C (0.5287, -0.4732, -5.6308)
C (3.7626, -1.1622, 3.1933)
C (-3.7714, 0.3659, 2.2691)
C (-4.8323, -2.9087, -4.3611)
C (4.0468, -4.2083, 6.3462)
C (0.8916, -1.6175, 0.8299)
C (2.5025, 3.3564, 3.5497)
C (0.7248, 1.6474, 4.1424)
C (0.3312, 5.9514, -1.4494)
C (5.0766, -0.8811, 5.1667)
C (3.8398, -0.8849, 4.5488)
C (6.1704, -1.2588, 3.0860)
C (-0.0163, 0.2708, -0.3295)
C (0.7565, 7.3271, -1.9501)
C (-0.1296, 3.5758, -2.2571)
C (3.0792, -4.9177, 1.5464)
C (-1.3561, -4.4964, -0.7741)
C (1.0198, 0.9177, -5.2595)
C (-0.2771, -7.4234, -3.1036)
C (-3.9738, -0.3624, -1.4438)
C (-0.3914, 8.2891, -2.2467)
C (4.1284, -5.0814, 5.0744)
C (-3.4318, -0.8290, -3.9296)
C (-0.2768, 1.2474, 6.4483)
C (-0.3129, 5.0772, -2.5336)
C (4.9302, -1.2910, 2.4523)
C (2.3427, 3.5699, -6.3519)
C (-5.8189, -3.4797, -5.3760)
C (1.5215, -2.0579, -0.3352)
C (-3.7920, 4.5335, 0.4863)
C (-2.7032, -5.2902, 1.3237)
C (-3.0105, 2.7722, 2.2179)
C (0.0032, 2.2631, 5.3509)
C (-1.0767, -5.9168, -1.2268)
C (-0.6218, 1.8896, 7.7828)
C (-1.6069, -4.4105, 0.7253)
C (-2.6577, 3.9961, 1.3617)
C (-3.1389, -1.1367, -2.4724)
C (1.2159, 2.6749, 3.1264)
C (2.4989, 1.1509, -5.5418)
C (-4.7399, -1.3999, -4.4563)
C (6.2524, -1.0788, 4.4571)
C (2.4426, 5.0396, -5.8700)
C (2.9605, 2.5818, -5.3878)
C (-3.7514, 1.6779, 1.4799)
C (0.5586, -0.1948, -1.5072)
C (-0.1879, 9.1267, -3.4934)
C (2.7443, -5.3582, 4.5049)
C (2.7115, -6.5232, 3.4726)
C (0.1611, -0.4436, 0.8559)
C (1.3388, -1.3422, -1.5132)
C (-5.0047, 4.9267, 1.2994)
C (-0.4121, -5.9873, -2.6126)
H (-1.3828, 5.2929, -2.5727)
H (-4.0707, 0.5202, 3.3105)
H (5.1390, -0.7554, 6.2428)
H (-5.6830, -3.0252, -6.3608)
H (7.2013, -1.0556, 4.9740)
H (0.1323, 5.2828, -3.5105)
H (-3.3828, 0.2488, -4.1253)
H (-5.4118, 4.0740, 1.8546)
H (4.7268, -4.5362, 4.3383)
H (2.0088, -4.7914, 1.3517)
H (-2.1617, -4.0970, -1.3999)
H (-0.6423, -4.6647, 1.1940)
H (4.0539, 2.5910, -5.4408)
H (1.3434, 7.1542, -2.8635)
H (-3.1792, 1.5162, 0.5632)
H (1.5762, 1.1064, 4.5645)
H (-2.0953, -0.9181, -2.2269)
H (1.9239, 5.6578, -6.6069)
H (-5.8068, 5.3695, 0.7118)
H (-3.2608, -2.2109, -2.3002)
H (-4.7539, 5.6164, 2.1155)
H (-5.0504, -0.4965, -1.5929)
H (3.4632, 5.3949, -5.7526)
H (2.2249, -2.8791, -0.2953)
H (-4.8041, -1.1485, -5.5187)
H (-1.3440, 7.7482, -2.3202)
H (0.0336, 0.9701, 3.6333)
H (-0.9127, 2.7778, 5.0555)
H (-5.8268, -4.5640, -5.4621)
H (-0.8291, 1.1322, 8.5432)
H (0.6081, -5.6050, -2.5005)
H (3.0362, 0.4870, -4.8553)
H (-5.0890, -3.3132, -3.3810)
H (-0.4590, -3.9119, -0.9980)
H (3.3630, 2.6820, 3.5741)
H (-1.9646, -6.5577, -1.2708)
H (0.7549, 1.1955, -4.2401)
H (-0.8997, 3.2329, -1.5573)
H (0.9658, -2.2621, 1.7014)
H (1.2254, 5.4267, -1.0916)
H (-3.6757, -4.9045, 0.9872)
H (-3.7408, -0.7632, -0.4581)
H (-1.8023, 3.7405, 0.7276)
H (3.1106, -7.0381, 1.4832)
H (1.2866, 3.3892, -6.5603)
H (0.8855, 3.3372, -1.9489)
H (2.7297, 0.8173, -6.5609)
H (2.2907, -4.4577, 4.0862)
H (3.7081, -3.2190, 6.0462)
H (0.6988, 2.9969, 5.7791)
H (0.5064, 0.4849, 6.5155)
H (-2.3449, 4.7988, 2.0390)
H (1.4907, 7.7629, -1.2664)
H (3.3140, -4.6397, 7.0344)
H (-2.8105, -0.1428, 2.2226)
H (3.4108, -4.0876, 2.1784)
H (-0.3291, 6.0234, -0.5781)
H (-3.4236, 5.4017, -0.0641)
H (-1.7517, -3.3811, 1.0744)
H (-3.8503, -3.3274, -4.6255)
H (2.8163, 4.1255, 2.8340)
H (-2.6856, -6.3130, 0.9502)
H (0.7625, 9.6666, -3.4472)
H (-0.5400, 1.2194, -0.3006)
H (4.5125, -6.3846, 2.2386)
H (0.4440, 0.4035, -2.4013)
H (-2.6137, -1.2479, -4.5304)
H (-0.4099, 2.9908, -3.1407)
H (3.1514, -7.3680, 4.0037)
H (0.5536, -7.9045, -2.5826)
H (2.0933, -5.6914, 5.3223)
H (-0.0162, -7.4557, -4.1634)
H (1.4247, 2.1718, 2.1776)
H (4.9077, -1.6194, 1.4193)
H (-0.4110, -6.4274, -0.5157)
H (-6.8421, -3.1794, -5.1078)
H (-1.1747, -8.0185, -2.9332)
H (-1.5502, 2.4560, 7.6886)
H (0.4660, 3.4561, 2.9779)
H (2.8071, -1.3044, 2.7049)
H (2.4079, 3.8804, 4.5039)
H (-4.5448, -0.3079, 1.8899)
H (7.0796, -1.4531, 2.5285)
H (1.6505, -6.7036, 3.2842)
H (-0.3270, -0.0780, 1.7479)
H (-0.9598, 9.8836, -3.6316)
H (4.6525, -5.9890, 5.3845)
H (-4.0856, 3.7404, -0.2083)
H (0.1837, 2.5274, 8.1464)
H (-2.0433, 2.3689, 2.5392)
H (0.5347, -0.6880, -6.6939)
H (-0.1540, 8.4719, -4.3658)
H (-0.9666, -5.3182, -3.2743)
H (0.3783, 1.5548, -5.8885)
H (-1.1357, 0.6196, 6.1614)
H (-2.7101, -5.2207, 2.4084)
H (1.8497, -1.6340, -2.4229)
H (-3.4943, 3.1009, 3.1434)
H (1.0967, -1.2504, -5.0950)
H (-0.5824, 8.9083, -1.3612)
H (1.8758, 5.1561, -4.9428)
H (-3.7826, 0.7068, -1.5391)
H (-5.6031, -0.9457, -3.9582)
H (3.5463, -4.7485, 0.5709)
H (2.7635, 2.9093, -4.3553)
H (-4.7854, 1.9653, 1.2869)
H (2.8412, 3.5556, -7.3281)
H (-0.4590, -0.6362, -5.1862)
H (2.9307, -0.8161, 5.1337)
H (4.9897, -4.1949, 6.8911)

These are the Mulliken partial charges, in e, on atoms 1 to 6: -0.73, -1.14, 0.21, -1.43, -0.02, -1.03